Record 1
{
  "formula": "C51H58F24N6O9S2",
  "method": "ωB97M-V with the def2-TZVPD basis set",
  "homo_ev": -9.62,
  "spin_multiplicity": 1,
  "total_energy_ha": -6176.78489,
  "symbols": ["O", "S", "O", "O", "C", "C", "C", "H", "H", "H", "H", "H", "H", "H", "H", "O", "S", "O", "O", "C", "C", "C", "H", "H", "H", "H", "H", "H", "H", "H", "N", "C", "C", "C", "C", "C", "H", "H", "H", "H", "H", "N", "C", "C", "C", "C", "C", "H", "H", "H", "H", "H", "N", "C", "C", "C", "C", "C", "H", "H", "H", "H", "H", "N", "C", "C", "C", "C", "C", "H", "H", "H", "H", "H", "N", "C", "C", "C", "C", "C", "H", "H", "H", "H", "H", "N", "C", "C", "C", "C", "C", "H", "H", "H", "H", "H", "C", "C", "C", "F", "F", "F", "F", "O", "C", "C", "F", "F", "F", "F", "H", "H", "H", "H", "C", "C", "C", "F", "F", "F", "F", "O", "C", "C", "F", "F", "F", "F", "H", "H", "H", "H", "C", "C", "C", "F", "F", "F", "F", "O", "C", "C", "F", "F", "F", "F", "H", "H", "H", "H"],
  "xyz": [[3.07807, 9.38248, 0.33711], [2.75099, 10.26568, 1.47341], [3.81420, 10.75789, 2.36715], [1.91304, 11.59175, 0.95991], [1.03326, 11.42527, -0.12236], [-0.33420, 12.03076, 0.27523], [1.42520, 9.48733, 2.54791], [0.94759, 10.38441, -0.43441], [1.38341, 11.97402, -0.99665], [-1.09429, 11.66051, -0.41273], [-0.29769, 13.11792, 0.20562], [-0.66803, 11.73994, 1.27127], [0.52142, 9.25093, 1.98631], [1.15512, 10.15453, 3.36644], [1.83227, 8.55844, 2.94738], [-4.59073, 18.90638, 1.43242], [-6.04746, 18.73730, 1.62013], [-6.70257, 18.61511, 2.93234], [-6.81609, 19.97470, 0.75516], [-6.68141, 21.30383, 1.17792], [-8.02550, 21.88699, 1.47438], [-6.55438, 17.30857, 0.54466], [-6.20314, 21.93520, 0.42909], [-5.96728, 21.42157, 1.99294], [-8.80456, 21.81068, 0.71586], [-7.96099, 22.94557, 1.72609], [-8.42356, 21.45413, 2.39213], [-7.64098, 17.38913, 0.51441], [-6.23648, 16.39488, 1.04684], [-6.12363, 17.37895, -0.45414], [-3.01288, 5.37532, -0.38663], [-2.80045, 4.72365, 0.77332], [-3.20194, 5.22433, 2.00841], [-3.91989, 6.41098, 2.03725], [-4.19658, 7.07420, 0.86183], [-3.71964, 6.56196, -0.35480], [-2.33983, 3.74891, 0.83760], [-3.11576, 4.64827, 2.91787], [-4.21145, 6.85321, 2.97842], [-4.66506, 8.04728, 0.85598], [-3.76515, 7.06965, -1.30694], [-7.12167, 11.26786, -3.31681], [-6.67382, 11.11609, -4.57117], [-7.39108, 10.35994, -5.54681], [-8.61180, 9.77499, -5.19250], [-9.04519, 9.95064, -3.88355], [-8.31065, 10.69316, -2.97068], [-5.79937, 11.68108, -4.85842], [-6.99243, 10.24703, -6.54416], [-9.24578, 9.20592, -5.85631], [-9.94787, 9.55197, -3.44467], [-8.64215, 10.70431, -1.94287], [-7.87992, 17.50524, -6.54980], [-9.07320, 16.98250, -6.98376], [-10.07496, 17.74869, -7.45712], [-9.86659, 19.10952, -7.54877], [-8.72162, 19.74268, -6.99892], [-7.75777, 18.90418, -6.48253], [-9.18246, 15.91691, -6.84598], [-10.99129, 17.35651, -7.87294], [-10.61952, 19.75267, -7.97987], [-8.58078, 20.81285, -6.96321], [-6.84575, 19.30520, -6.06565], [-17.72439, 11.82613, -1.79761], [-17.28576, 10.82226, -2.63668], [-16.17989, 11.01123, -3.47372], [-15.44612, 12.21410, -3.35301], [-15.82444, 13.15197, -2.39095], [-16.97381, 12.93264, -1.65004], [-17.91562, 9.94586, -2.67678], [-15.92075, 10.24124, -4.18530], [-14.50392, 12.35317, -3.86224], [-15.30191, 14.06636, -2.15169], [-17.30184, 13.52068, -0.80564], [-11.76025, 2.35058, -6.11816], [-11.69776, 3.69999, -6.27721], [-12.84171, 4.46994, -5.90997], [-13.97258, 3.85600, -5.41287], [-14.05295, 2.43320, -5.35237], [-12.88654, 1.71334, -5.65535], [-10.80594, 4.18393, -6.64718], [-12.95941, 5.54034, -5.99246], [-14.84797, 4.47746, -5.29506], [-14.94739, 1.89124, -5.08282], [-12.81000, 0.65262, -5.46721], [-11.52489, 7.14397, 1.05230], [-11.23439, 5.87552, 0.62854], [-12.23867, 5.01266, 0.14617], [-13.57698, 5.45851, 0.10080], [-13.88478, 6.74353, 0.56040], [-12.84073, 7.55404, 0.96680], [-10.21147, 5.53633, 0.69908], [-12.02870, 3.99722, -0.15584], [-14.38836, 4.81642, -0.20870], [-14.92185, 7.04285, 0.52421], [-13.02878, 8.60472, 1.13143], [-13.16419, 15.37659, 7.01471], [-13.93425, 16.69534, 6.87681], [-13.15910, 17.90471, 7.34586], [-13.89275, 19.02729, 7.45062], [-12.54470, 17.74596, 8.49289], [-14.39319, 16.86014, 5.61511], [-15.04646, 16.61045, 7.55855], [-12.11600, 15.19905, 6.02070], [-11.40558, 13.97693, 6.16574], [-10.25595, 13.98083, 5.10130], [-9.74407, 12.76253, 5.06077], [-10.64489, 14.37419, 3.88121], [-10.88347, 13.91506, 7.35928], [-12.16994, 12.88230, 6.04829], [-13.90395, 14.58225, 6.91532], [-12.81963, 15.30324, 8.04621], [-12.33046, 18.13238, 6.67533], [-9.42359, 14.64168, 5.34332], [-2.33345, 14.14373, -9.48571], [-2.05705, 14.65141, -10.89685], [-2.22701, 16.17953, -10.99418], [-3.52275, 16.59350, -11.05311], [-1.71369, 16.92714, -10.00653], [-0.75983, 14.36322, -11.28665], [-2.88653, 13.96209, -11.69586], [-2.01511, 12.73090, -9.32507], [-0.70882, 12.43121, -8.78808], [-0.70410, 10.92440, -8.64498], [0.38401, 10.37174, -8.07634], [-1.75252, 10.43327, -7.87577], [0.24227, 12.75221, -9.65540], [-0.56806, 13.05080, -7.64073], [-3.40407, 14.05839, -9.29976], [-1.89635, 14.85246, -8.78233], [-1.69098, 16.42778, -11.91022], [-0.93081, 10.42442, -9.58664], [-9.97373, 15.74521, -15.38283], [-9.70320, 16.36338, -16.77289], [-10.58565, 17.58817, -17.14422], [-11.86361, 17.45469, -16.86970], [-10.17716, 18.71622, -16.62419], [-8.41677, 16.62195, -16.97439], [-9.96643, 15.47897, -17.69653], [-9.50064, 14.34500, -15.18693], [-9.59501, 13.79917, -13.88509], [-9.14722, 12.29613, -13.92239], [-9.45841, 11.71789, -12.74944], [-9.81061, 11.69762, -14.92314], [-8.75318, 14.41045, -13.02214], [-10.82877, 13.81712, -13.50638], [-11.06132, 15.68194, -15.34748], [-9.65777, 16.38224, -14.55672], [-10.51489, 17.84100, -18.20212], [-8.08036, 12.33369, -14.14262]],
  "atomic_forces_ev_per_a": [[-0.8458, 1.7882, 2.1486], [0.5541, -0.2381, 0.6278], [-2.2653, -0.8350, -1.9519], [1.9736, -1.1645, 1.0404], [-1.8205, 0.3444, -0.6225], [0.2822, -0.4243, -0.4123], [0.7213, 0.1308, -0.5658], [0.0158, -0.0837, 0.2304], [0.3765, -0.0119, 0.0981], [-0.0174, 0.1371, -0.1573], [-0.0380, -0.0593, 0.1307], [0.2655, -0.0215, 0.0739], [0.2485, 0.1252, -0.3536], [0.3752, 0.1824, -0.1959], [0.1677, 0.1195, -0.0965], [-2.7625, -0.0951, 1.0194], [0.5489, 0.3375, -0.9106], [1.4772, 0.3367, -2.2220], [0.8157, -2.8161, 0.3623], [0.5705, 1.5345, 0.0575], [-0.8454, 0.4579, 1.3745], [-0.3018, 1.2643, 0.7704], [0.0423, -0.5111, -0.7195], [-0.3080, -0.3405, 0.5120], [0.4152, -0.3151, -0.3111], [0.3255, 0.1648, -0.2001], [-0.1449, -0.3082, -0.0399], [0.0649, -0.2324, -0.0800], [0.0137, 0.2349, 0.1098], [0.0792, 0.2740, 0.2734], [-0.6077, 0.6790, 0.4080], [-0.7463, 0.9339, 0.2207], [-0.9210, 0.2372, -0.2507], [0.3134, -0.0177, 0.2066], [0.5133, 0.4033, -1.3428], [1.4811, -2.0858, 1.4094], [0.3366, -0.0874, -0.8915], [0.4283, -0.0498, 0.0069], [-0.1830, -0.0705, 0.1010], [-0.2653, -0.0170, 0.0989], [-0.3516, 0.0895, 0.0324], [-0.6240, -0.1687, 0.1848], [-1.9843, -0.6549, -0.1650], [-0.0254, 0.2632, 0.8224], [0.4981, 0.4617, 0.5558], [-0.0827, 0.3998, 0.8683], [1.7514, -0.2847, -1.5345], [0.2721, -0.1741, 0.1166], [0.0378, 0.0562, -0.0558], [0.2724, -0.0286, -0.3284], [-0.2999, -0.3522, -0.5873], [0.1880, 0.4757, 0.1401], [-1.0438, 1.7885, 0.3203], [3.0494, 0.1445, 1.6112], [-1.0260, 1.4159, -1.2032], [0.5300, 1.5744, 0.6346], [-0.8398, -1.2784, -0.3145], [-0.5680, -2.9110, -0.7987], [0.1637, -0.1753, -0.2509], [-0.0390, -0.2905, 0.1798], [-0.1890, -0.0608, -0.0978], [-0.1921, 0.0431, -0.1553], [0.1620, -0.2569, 0.0745], [0.8645, -1.3894, -0.4581], [-0.1773, 2.7033, 0.2189], [-0.2027, 0.6751, 0.6602], [-0.2431, -0.5145, 0.8280], [-0.3045, 0.0073, -0.0131], [-0.6566, -1.9839, -0.1793], [0.0583, -0.1122, -0.0086], [0.2293, 0.0062, -0.0025], [-0.1160, 0.0110, -0.3873], [0.4671, -0.0617, -0.3931], [0.0886, 0.6528, -0.2609], [0.0216, 0.3515, 0.1377], [-2.7490, -1.2315, 1.2254], [0.5753, -0.4341, 0.0298], [-0.3629, -1.7740, -1.0249], [1.2119, 0.7275, -0.0569], [0.5895, 2.5712, -0.2598], [0.1776, -0.3575, -0.1146], [0.7474, 0.1906, -0.2154], [-0.1427, -0.1147, 0.4366], [-0.1101, 0.1833, 0.1875], [0.0410, -0.1102, -0.3349], [-1.2356, -0.8072, -0.9132], [-1.9709, 1.0344, 0.3865], [-0.7033, 0.6656, 0.1637], [1.0409, 0.2233, 0.8004], [0.4382, -0.9846, -0.6169], [1.7016, -0.6105, -0.2628], [0.1228, 0.1618, 0.0559], [0.2656, 0.0106, -0.0928], [0.1211, -0.1942, -0.1669], [0.0713, 0.4352, 0.1224], [0.1518, 0.0768, 0.5006], [-0.1188, -0.6796, -0.1468], [0.6411, -0.4932, -1.0170], [1.5404, 1.6456, -2.1398], [-0.9183, -0.0473, -0.1620], [0.3205, -1.0897, 2.4254], [0.9119, 0.3829, -0.8591], [-1.6300, -0.5495, 2.1989], [-0.1729, -1.0121, 0.7945], [-0.7084, 2.0373, -1.8769], [0.4090, 1.2371, 0.6064], [0.1365, -1.4442, -0.2882], [-0.7808, -0.3411, -0.3792], [1.0313, -0.1045, 1.7561], [-0.4669, 0.1154, -0.4012], [-0.1208, 0.0336, -0.2887], [0.4705, 0.1547, -0.0936], [-0.2560, -0.1608, -0.8311], [-0.2809, 0.3238, 0.6960], [-0.1168, -1.0023, 0.2637], [0.2301, -1.0740, 2.0101], [-0.3614, 0.8371, -1.7041], [0.0153, -0.8863, -0.3306], [0.7979, -0.7104, 0.7532], [-1.1029, 0.6350, 0.0986], [-0.0518, 0.5708, -0.9781], [2.3391, 0.5664, 0.5241], [-2.9773, -0.4439, -1.1690], [-1.6432, -2.9591, 0.3397], [0.5193, 0.9504, -0.2680], [0.2134, 1.1866, 0.1201], [0.7325, 0.3901, 0.2341], [0.7313, 0.7038, 0.8143], [-0.0657, 0.8680, -0.3159], [0.2734, -0.5496, 0.3675], [-0.2272, 0.4194, -0.2632], [0.6797, 0.5040, -0.4924], [-0.9419, -0.9805, 0.7807], [-0.0555, -0.4392, 1.6154], [1.0306, 0.2895, -2.1487], [-1.6192, -0.9563, 0.8630], [1.1293, 1.8530, 2.2375], [1.3397, 1.2573, 0.4143], [-1.3440, -2.0833, -1.7440], [0.5715, 0.9425, 0.3463], [1.7431, -0.8055, -2.7325], [0.2122, 1.8179, -0.8999], [0.2043, -0.0101, -0.1564], [-0.1212, -0.4735, 0.0570], [-0.5877, 0.5025, 0.2264], [-2.1375, 0.8617, 1.4965], [-0.1118, 0.0767, 0.1647], [0.3192, 0.0686, -0.2162], [0.2129, -1.2056, -0.5842], [0.1596, -0.7141, 0.2851]],
  "lowdin_charge": [-0.309, 0.700, -0.306, -0.269, -0.295, -0.061, -0.098, 0.108, 0.121, 0.075, 0.076, 0.070, 0.059, 0.066, 0.063, -0.319, 0.719, -0.312, -0.269, -0.323, -0.079, -0.096, 0.118, 0.121, 0.082, 0.079, 0.078, 0.062, 0.068, 0.070, 0.047, -0.158, -0.083, -0.097, -0.086, -0.114, 0.097, 0.098, 0.102, 0.097, 0.097, 0.040, -0.143, -0.061, -0.080, -0.096, -0.141, 0.095, 0.092, 0.100, 0.096, 0.098, 0.053, -0.162, -0.105, -0.075, -0.075, -0.129, 0.100, 0.104, 0.099, 0.097, 0.094, 0.039, -0.129, -0.074, -0.072, -0.083, -0.161, 0.093, 0.092, 0.098, 0.098, 0.100, 0.033, -0.119, -0.087, -0.092, -0.064, -0.137, 0.094, 0.091, 0.096, 0.091, 0.094, 0.046, -0.137, -0.072, -0.080, -0.089, -0.145, 0.095, 0.092, 0.097, 0.098, 0.095, -0.036, -0.498, -0.356, 0.108, 0.125, 0.131, 0.162, 0.029, -0.549, -0.316, 0.118, 0.108, 0.180, 0.162, 0.146, 0.141, 0.174, 0.171, -0.036, -0.434, -0.305, 0.088, 0.102, 0.095, 0.135, 0.011, -0.552, -0.264, 0.107, 0.054, 0.171, 0.193, 0.156, 0.140, 0.167, 0.172, 0.004, -0.498, -0.378, 0.129, 0.122, 0.145, 0.155, 0.016, -0.575, -0.301, 0.111, 0.108, 0.140, 0.201, 0.133, 0.147, 0.173, 0.170]
}

Record 2
{
  "formula": "ClK",
  "method": "ωB97M-V with the def2-TZVPD basis set",
  "homo_ev": [-17.25, -16.76],
  "total_charge": 1,
  "spin_multiplicity": 2,
  "total_energy_ha": -1059.85552,
  "symbols": ["K", "Cl"],
  "xyz": [[0.38086, 1.18764, 0.77115], [-0.38086, -1.18763, -0.77115]],
  "atomic_forces_ev_per_a": [[0.1300, 0.4036, 0.2604], [-0.1300, -0.4036, -0.2604]],
  "lowdin_charge": [0.851, 0.149]
}

Copy entry 2 word for word.
{
  "formula": "ClK",
  "method": "ωB97M-V with the def2-TZVPD basis set",
  "homo_ev": [-17.25, -16.76],
  "total_charge": 1,
  "spin_multiplicity": 2,
  "total_energy_ha": -1059.85552,
  "symbols": ["K", "Cl"],
  "xyz": [[0.38086, 1.18764, 0.77115], [-0.38086, -1.18763, -0.77115]],
  "atomic_forces_ev_per_a": [[0.1300, 0.4036, 0.2604], [-0.1300, -0.4036, -0.2604]],
  "lowdin_charge": [0.851, 0.149]
}